# 1
12
Properties=species:S:1:pos:R:3:forces:R:3 method="wB97M-V/def2-TZVPD" orbital_gap_ev=9.4 de_lowest_kcal_mol=15.3 energy_ev=-34665.041 homo_energy_ha=-0.3303
I -2.540 0.015 0.363 -0.829 -0.038 0.649
Cl 1.704 1.719 -0.030 0.334 0.471 0.336
S 1.176 -1.426 0.781 -0.838 -0.561 -0.041
C 0.277 -0.863 -0.667 -3.298 2.695 0.704
C -0.687 0.727 -0.258 0.634 -3.485 -3.057
C 0.104 1.435 0.734 0.892 0.196 1.289
H 0.135 -1.648 1.638 0.291 -0.006 -0.531
H -0.567 -1.469 -1.190 2.121 0.690 0.953
H 1.014 -0.326 -1.235 0.278 -0.706 -0.935
H -0.268 2.396 0.947 -0.595 1.316 0.137
H 0.223 0.959 1.752 0.026 -0.009 -1.469
H -0.928 1.224 -1.278 0.986 -0.565 1.965

=====

# 2
79
Properties=species:S:1:pos:R:3:forces:R:3 method="wB97M-V/def2-TZVPD" orbital_gap_ev=4.9 de_lowest_kcal_mol=10.4 energy_ev=-73423.908 homo_energy_ha=-0.2550
S 4.162 -0.363 0.658 -0.312 -0.196 0.613
F -2.420 -2.737 -7.024 -0.043 0.738 0.322
F -2.516 2.021 -7.244 0.083 -0.740 0.373
F -1.807 2.143 -4.596 -0.296 -0.785 -0.521
F -2.802 -0.426 -8.461 0.143 0.027 0.766
F -1.835 -2.596 -4.354 -0.113 0.708 -0.436
O 1.606 1.395 2.714 -0.675 -0.191 -0.517
O 4.176 -1.481 -0.263 0.225 0.044 -0.340
O -4.592 0.234 -3.525 0.787 -0.376 1.229
O 4.520 0.971 0.217 -0.375 -0.243 -0.399
N -2.530 -0.335 -0.714 1.634 -0.454 0.546
N -4.505 0.616 -1.255 0.374 -0.169 -0.643
C 1.491 1.498 0.321 -0.496 0.485 0.217
C -0.867 -0.582 4.219 0.349 -0.473 -0.076
C 1.581 1.629 -2.092 -0.220 0.031 0.175
C -2.330 -1.536 -6.417 0.106 -0.214 -0.176
C -2.359 0.886 -6.534 0.103 0.195 -0.152
C 1.901 0.876 1.627 0.770 -0.585 0.550
C 0.935 -2.435 5.297 -0.293 0.047 0.102
C -5.780 1.300 -1.190 -0.047 0.087 0.356
C 0.959 -2.162 3.934 -0.348 0.191 -0.243
C -2.009 -1.449 -5.068 -0.047 0.001 -0.034
C -4.037 0.114 -2.435 -0.563 0.364 -0.493
C -2.008 0.937 -5.191 0.013 0.156 0.245
C 7.336 -2.196 2.390 -0.199 0.154 0.010
C 6.096 0.307 2.547 0.015 -0.289 -0.177
C 7.366 0.116 3.100 -0.283 -0.121 -0.128
C 8.019 -1.115 2.959 -0.353 -0.037 0.030
C -0.933 -0.908 5.575 0.204 -0.127 -0.315
C 2.654 -0.360 1.517 0.226 0.407 0.055
C -1.863 -0.220 -4.430 0.202 -0.200 -0.553
C 0.813 3.520 -0.808 -0.222 -0.131 0.100
C 1.191 2.969 -2.040 0.062 -0.018 0.205
C -1.380 -0.701 -0.111 -0.982 -0.132 0.189
C 1.673 0.877 -0.918 -0.094 0.153 -0.132
C -3.614 0.466 -0.101 -0.557 0.413 0.050
C -0.002 -1.303 3.344 0.293 0.532 1.309
C 6.066 -2.014 1.831 0.043 0.415 0.033
C -2.509 -0.360 -7.148 -0.061 0.033 -0.262
C 0.933 2.782 0.370 0.375 0.047 -0.414
C -1.134 -0.556 1.251 0.217 0.307 0.621
C -2.721 -0.617 -2.134 -0.946 -0.377 -0.135
C -4.386 -0.263 1.017 0.016 -0.143 -0.206
C -0.058 -1.869 6.112 -0.006 0.059 -0.568
C -1.549 -0.159 -2.973 0.313 0.365 0.158
C 5.491 -0.735 1.823 0.392 -0.261 0.474
C -3.111 1.851 0.360 0.030 -0.129 -0.307
C -0.081 -1.176 1.918 -0.342 -0.588 -1.183
H 1.192 3.581 -2.947 -0.122 -0.247 0.325
H -5.650 2.284 -0.723 -0.138 -0.151 -0.205
H -1.308 0.870 -2.685 0.193 -0.207 -0.082
H -1.677 -0.424 6.211 0.324 -0.077 -0.163
H -1.454 0.247 3.821 -0.025 -0.393 0.190
H -2.359 1.767 1.152 -0.228 0.145 -0.189
H 2.706 -1.040 2.360 0.186 0.464 0.198
H -3.715 -0.743 1.734 -0.194 0.062 -0.101
H 7.785 -3.189 2.358 -0.008 0.300 -0.007
H 1.829 1.165 -3.044 -0.070 0.073 0.103
H -6.498 0.719 -0.592 0.130 0.172 -0.215
H 7.839 0.947 3.626 -0.040 -0.275 -0.179
H -0.694 -0.809 -2.743 -0.052 0.299 -0.169
H -0.159 -2.179 7.154 0.152 0.217 -0.270
H 0.426 4.534 -0.750 0.102 -0.078 -0.129
H -6.153 1.412 -2.213 0.117 -0.022 0.279
H 1.728 -2.603 3.297 -0.327 -0.035 0.192
H 5.583 1.266 2.654 0.234 -0.277 -0.245
H -5.040 -1.019 0.559 0.271 0.110 0.252
H 1.677 -3.116 5.718 -0.267 0.204 -0.087
H 1.876 -0.194 -0.971 0.376 0.349 0.076
H -1.850 0.016 1.837 0.325 -0.287 -0.165
H 5.534 -2.847 1.369 0.248 0.308 -0.065
H -3.969 2.428 0.737 0.377 -0.144 -0.108
H -5.017 0.459 1.554 0.194 -0.217 -0.146
H 0.660 3.192 1.348 0.296 -0.076 -0.381
H -0.655 -1.251 -0.723 -0.334 0.257 0.159
H -2.882 -1.702 -2.302 -0.055 0.473 0.162
H 9.046 -1.238 3.306 -0.325 0.012 0.022
H -2.659 2.376 -0.498 -0.133 -0.128 0.354
H 0.631 -1.759 1.322 -0.308 0.187 0.282

=====

# 3
156
Properties=species:S:1:pos:R:3:forces:R:3 method="wB97M-V/def2-TZVPD" orbital_gap_ev=7.5 energy_ev=-105182.344 homo_energy_ha=-0.3076
S -2.304 2.544 -2.676 -0.397 -0.218 0.406
S -1.164 5.491 0.793 1.644 -1.760 0.822
O -5.019 1.825 3.310 -1.862 -1.115 0.407
O -2.765 -7.338 -6.361 0.230 0.113 0.226
O 2.035 -1.033 2.131 0.566 1.193 0.388
O -1.045 -2.973 -6.711 0.215 0.238 0.070
O -5.479 -5.185 -0.551 -0.242 0.179 0.190
O 3.808 0.238 1.116 -2.182 -0.391 -0.255
O 8.108 -0.647 0.059 0.124 0.265 0.108
O -1.638 -6.445 -3.794 -0.197 -0.129 -0.207
O -0.402 5.148 -4.463 -0.061 0.341 0.001
O -5.792 0.834 1.478 0.319 -0.061 1.326
O 7.907 2.240 0.584 -0.018 -0.281 -0.198
O -0.664 7.934 -5.363 0.167 -0.302 -0.023
O -6.872 -4.272 1.872 0.197 -0.190 -0.126
O 7.057 -2.449 3.754 -0.196 -0.231 0.237
O -0.325 -0.575 -5.165 -0.203 -0.217 -0.132
O 7.023 -4.714 5.626 0.137 0.190 -0.251
N -0.572 5.302 2.360 0.596 -2.200 -2.162
N -0.480 4.175 0.003 0.403 0.267 2.775
C -0.787 -1.793 -4.590 0.401 0.095 -0.082
C 0.957 4.082 4.967 -0.540 -0.146 -0.291
C -2.741 -5.969 -6.740 -0.094 -0.049 -0.172
C -0.203 -2.457 -7.732 -0.094 -0.132 -0.075
C -1.520 -7.784 -5.833 -0.400 -0.202 0.075
C 0.240 3.471 0.943 -0.347 0.666 0.389
C 9.510 -0.443 -0.013 -0.044 -0.177 -0.053
C -0.111 5.171 5.360 0.182 -0.031 1.053
C 7.539 -5.489 4.553 -0.032 -0.123 0.119
C -1.188 6.812 -6.065 -0.270 0.176 0.288
C -3.681 5.742 4.599 -0.155 -0.136 -0.114
C -4.551 4.475 4.164 -0.147 1.042 0.596
C -4.601 3.292 5.201 -0.606 -0.933 -1.345
C 0.878 3.532 3.505 1.320 -2.533 -1.106
C 0.755 7.965 -5.365 -0.036 0.217 -0.042
C -5.485 -4.068 1.622 -0.286 0.246 -0.193
C 1.717 -1.053 3.534 -0.724 0.547 0.986
C 0.404 2.015 -1.912 -0.037 -0.965 -0.704
C 5.816 -2.951 3.278 0.025 0.173 -0.173
C 1.191 1.461 -0.667 0.365 0.627 -0.525
C 7.997 2.404 -0.823 0.000 0.225 0.083
C -1.329 0.099 -5.915 0.026 0.225 0.140
C -1.522 4.495 5.554 -0.249 0.413 0.016
C 6.920 1.285 0.963 0.302 0.079 0.238
C 7.755 -3.512 5.837 -0.403 -0.042 0.134
C -2.973 -6.127 -3.423 0.064 0.038 0.176
C -2.707 5.516 5.817 0.384 0.812 0.007
C -5.191 -3.968 0.130 0.249 -0.304 0.098
C 0.171 4.143 2.336 0.314 -0.410 -0.350
C 1.594 2.272 3.241 -1.657 1.874 -1.862
C 1.005 2.213 0.686 0.934 -0.874 3.025
C -1.549 5.671 -5.122 0.328 -0.192 -0.197
C -1.080 1.434 -1.863 0.997 -0.170 0.887
C -1.511 -7.766 -4.309 0.289 0.302 -0.122
C 1.665 1.610 1.864 -1.221 2.364 -0.192
C -6.356 -0.435 3.421 0.732 0.155 0.563
C -5.597 2.199 4.586 1.838 -0.050 1.913
C -5.711 0.791 2.690 -0.261 -0.082 -1.807
C 7.530 -0.083 1.234 -0.265 -0.006 -0.324
C -0.411 -3.001 -5.437 -0.420 -0.007 0.029
C -6.758 -5.173 -1.170 0.102 -0.105 -0.200
C -7.195 -5.637 2.092 -0.102 0.080 0.127
C 7.085 -2.317 5.171 0.397 -0.001 -0.199
C -0.227 5.683 -3.159 -0.037 -0.126 0.074
B 2.520 0.241 1.712 0.492 -0.559 -0.357
H 2.433 -0.395 4.111 -0.657 -0.802 -0.466
H -4.891 -4.861 2.088 0.000 -0.018 -0.095
H -3.304 2.681 -1.729 0.981 -0.414 -0.472
H -1.384 -8.817 -6.169 0.036 0.002 0.018
H 10.023 -1.186 0.607 0.095 0.045 0.019
H 7.831 -4.874 3.699 -0.010 0.044 0.046
H 8.404 -6.065 4.897 0.045 -0.023 -0.091
H 0.456 3.124 -2.066 -0.173 -1.069 0.509
H 0.479 -3.240 -8.078 0.079 0.052 -0.046
H -3.190 -6.544 -2.435 -0.121 0.032 0.001
H -1.981 0.655 -5.234 -0.089 0.030 -0.055
H -0.124 6.080 4.695 -0.079 -1.209 0.421
H -7.051 -6.207 -1.363 0.100 0.033 -0.006
H -6.959 -5.910 3.125 0.005 -0.106 -0.006
H -0.695 -7.189 -6.238 -0.021 0.044 0.095
H -3.253 5.229 6.763 0.357 0.236 -1.123
H -3.771 -5.616 -6.801 0.025 -0.092 -0.023
H -2.204 -5.347 -6.023 0.022 -0.041 -0.007
H -2.249 6.532 6.043 -0.466 -1.126 -0.158
H -5.618 4.850 4.050 1.123 -0.542 0.018
H 0.674 -0.650 3.723 1.093 -0.399 -0.283
H -0.757 -3.904 -4.928 0.038 -0.051 0.066
H 8.271 -0.030 2.038 -0.030 0.039 -0.023
H -1.869 -1.753 -4.421 0.009 -0.047 -0.083
H 6.761 -6.182 4.231 0.015 0.021 0.099
H -3.704 -6.501 -4.143 0.064 -0.020 -0.032
H 7.926 1.457 -1.360 -0.018 -0.050 0.059
H 6.074 -2.164 5.564 0.023 -0.102 0.013
H -0.435 6.755 -3.117 0.013 0.005 -0.099
H -6.476 -1.246 2.658 -0.061 0.979 0.597
H -3.620 2.745 5.324 -0.908 0.803 -0.175
H -5.488 1.295 5.265 -0.720 0.974 -0.670
H -0.882 5.159 -2.457 0.020 0.025 0.047
H -8.266 -5.762 1.931 0.038 0.083 0.045
H 2.008 4.419 5.169 -0.963 -0.110 -0.262
H 0.199 5.560 6.382 -0.316 -0.378 -1.107
H -2.299 5.990 -4.391 0.034 0.069 -0.035
H 0.676 -3.075 -5.551 -0.017 0.087 0.023
H -3.062 -5.040 -3.374 0.075 -0.037 0.037
H 0.773 3.193 5.649 0.296 0.964 -0.738
H -5.738 -3.135 -0.322 -0.039 -0.023 0.094
H -7.354 -0.179 3.876 1.097 -0.221 -0.423
H -1.979 4.855 -5.710 -0.043 0.005 0.000
H -6.652 2.577 4.526 0.937 -0.429 -0.227
H 9.819 -0.577 -1.051 -0.064 -0.056 0.038
H -0.548 -8.152 -3.962 0.001 -0.037 -0.005
H 9.801 0.559 0.308 -0.063 0.000 0.019
H 0.377 -1.595 -7.395 -0.028 -0.022 0.057
H 0.922 0.363 -0.573 0.215 1.181 0.172
H -5.657 -0.838 4.213 -0.868 0.559 -0.616
H -1.458 3.825 6.467 0.039 0.470 -1.220
H 1.761 -2.079 3.991 0.137 0.841 -0.921
H 1.081 8.617 -4.553 -0.085 0.015 -0.055
H -7.521 -4.709 -0.544 0.051 0.030 0.057
H 5.421 -3.751 3.904 0.058 0.000 0.059
H -1.934 -0.583 -6.515 0.055 -0.106 0.032
H -5.210 -3.121 2.094 0.062 -0.001 -0.009
H 6.462 1.649 1.888 -0.051 -0.028 -0.031
H -4.214 4.177 3.138 -0.334 -0.247 1.130
H 8.962 2.859 -1.050 -0.054 0.024 0.079
H -3.083 6.055 3.695 -0.412 -0.244 1.019
H 6.134 1.221 0.205 0.051 -0.045 0.028
H -6.700 -4.640 -2.125 -0.101 0.023 -0.006
H -2.275 -5.868 -7.725 0.040 0.121 0.027
H -1.329 1.285 -0.776 -0.110 0.258 -1.093
H 1.196 6.979 -5.214 -0.072 -0.047 0.003
H 5.085 -2.136 3.227 -0.099 -0.045 -0.010
H 2.302 1.482 -0.901 -1.209 0.032 0.307
H -1.023 0.405 -2.335 -0.466 1.233 0.375
H 5.973 -3.344 2.272 0.052 0.082 0.033
H -0.486 6.477 -6.836 0.015 -0.059 0.083
H -0.834 -2.145 -8.566 -0.021 -0.080 0.049
H -4.121 -3.776 -0.002 -0.011 0.035 0.018
H 6.735 -0.761 1.555 0.023 0.018 0.069
H -0.837 0.805 -6.585 0.056 -0.027 0.108
H 3.873 -0.615 0.635 0.422 0.435 0.678
H 8.788 -3.625 5.489 -0.045 0.060 -0.066
H 7.202 3.074 -1.167 -0.002 -0.030 -0.105
H -2.100 7.148 -6.568 0.005 -0.025 -0.013
H -0.300 -1.889 -3.614 -0.018 -0.045 0.011
H 7.782 -3.340 6.917 0.025 0.026 0.004
H 0.885 1.551 -2.830 -0.453 0.608 0.995
H -4.954 3.582 6.228 0.208 -0.058 -1.053
H 7.671 -1.420 5.396 -0.012 -0.004 0.028
H 2.137 1.745 4.062 -0.635 0.788 -0.642
H -4.390 6.601 4.807 0.893 -0.921 0.006
H 1.113 8.379 -6.314 0.096 -0.035 0.002
H 0.810 5.521 -2.861 -0.035 -0.068 -0.047
H -1.774 3.888 4.642 0.298 0.352 0.872
H -2.298 -8.412 -3.906 -0.026 0.025 -0.088
H -6.662 -6.304 1.411 0.031 0.062 -0.012